Record 1
Here is a 13-piece molecular cluster, C54H129Br12N7 overall from the Open Molecules 2025 dataset. Energies are from ωB97M-V/def2-TZVPD.

```
! wB97M-V def2-TZVPD RIJCOSX def2/J DEFGRID3
* xyz 0 1
Br 6.42 -2.02 -1.71
Br 3.41 -6.74 1.12
Br 3.09 4.00 -2.92
Br 1.16 -4.58 4.21
Br -4.20 2.51 -5.60
Br 3.45 -2.13 2.68
Br 0.60 1.78 -5.93
Br 6.60 0.72 2.12
Br -0.64 6.16 -4.00
Br 4.28 -5.66 -2.25
Br -3.33 3.17 -1.97
Br -2.12 -1.68 -5.66
N 2.97 7.77 0.17
N -2.87 2.44 3.15
N 1.15 0.50 -0.98
N -0.16 -4.12 -5.13
N -1.29 -5.68 0.21
N 2.31 0.94 5.92
N -5.73 -1.20 -0.02
C -7.41 0.41 0.88
C 2.87 6.35 0.43
C -2.28 -5.43 -4.86
C -0.98 -6.97 0.76
C -5.44 -2.46 -0.59
C -5.99 -2.54 -2.00
C -0.85 -8.12 -0.24
C -0.85 -5.40 -5.36
C -2.17 5.08 -3.53
C -3.66 -6.23 -0.69
C -3.38 -0.20 -5.27
C -2.95 1.09 -6.01
C -2.23 -5.68 -0.90
C -0.85 0.71 -2.39
C 3.16 9.55 -1.67
C 0.93 -3.45 -7.26
C -0.23 -3.66 -3.74
C 1.90 -1.79 3.85
C -5.20 2.68 3.58
C -1.70 3.98 -2.67
C 6.65 -0.35 -0.61
C 2.39 -1.26 -2.29
C -0.99 3.95 2.29
C 2.56 -5.30 0.07
C -3.39 -0.46 0.24
C -3.96 3.43 3.14
C 3.66 -4.63 -0.78
C 6.13 -0.72 0.75
C 3.12 8.07 -1.25
C 2.50 2.25 5.29
C 3.34 1.47 -0.05
C -1.96 0.66 4.66
C 1.11 -3.96 -5.80
C 4.10 8.33 0.94
C -1.76 -4.73 1.22
C 1.83 1.20 0.14
C -0.24 1.01 -1.09
C 1.88 3.04 -5.18
C 1.45 -0.90 -1.15
C -1.79 2.65 2.15
C 1.55 1.03 7.21
C 2.05 2.69 -3.73
C 4.48 0.47 7.08
C -2.37 2.14 4.49
C -4.68 -0.88 0.99
C 5.52 8.02 0.49
C -7.09 -1.06 0.53
C 3.49 0.13 5.98
C -1.48 -3.28 0.85
C 0.59 -4.57 -2.82
C 1.80 -2.86 4.84
C 1.62 5.76 -0.12
C 2.31 2.12 3.78
C 1.12 -0.39 7.63
H 3.50 2.76 5.54
H 1.84 -3.03 -7.63
H -2.83 -4.77 1.44
H -2.34 -4.63 -1.26
H -2.29 2.48 1.17
H -0.73 -5.61 -6.45
H -3.69 4.34 3.65
H -3.64 -7.20 -0.21
H 1.08 2.66 -3.21
H 0.51 -1.48 -1.31
H -1.10 4.34 -1.84
H 5.44 0.06 6.84
H 1.66 2.93 5.72
H -8.51 0.51 1.02
H -1.14 -4.94 2.12
H 7.75 -0.20 -0.62
H 0.71 -4.29 -7.89
H -7.05 1.08 -0.01
H 3.59 2.20 -0.83
H -3.05 0.78 -7.05
H 4.00 8.06 1.99
H -0.20 0.91 -3.19
H 0.24 -5.58 -3.07
H -5.02 2.15 4.52
H -1.75 4.77 2.20
H -0.27 4.12 1.51
H -5.86 -1.54 -2.42
H 1.59 5.68 -1.24
H -1.21 1.78 2.40
H -4.14 3.63 2.07
H -1.17 -0.34 -2.46
H -1.82 -8.40 -0.63
H -1.93 0.34 5.70
H -0.44 -2.93 0.85
H -6.98 0.63 1.84
H 3.32 -3.74 -1.34
H 6.15 0.44 -1.19
H -7.04 -2.73 -1.92
H 0.86 -0.86 6.70
H -0.12 -7.93 -0.95
H -2.84 5.71 -2.96
H -2.14 -5.51 -3.78
H 5.00 -0.77 0.88
H -4.40 -0.52 -5.54
H 1.57 -4.93 -5.82
H 6.24 8.70 0.93
H -1.25 -3.71 -3.34
H 2.61 10.16 -1.00
H 0.12 -2.74 -7.39
H 4.49 -4.42 -0.15
H 2.29 -4.56 0.79
H 1.78 -5.79 -0.52
H 0.52 -4.39 -1.72
H -5.90 -3.36 -0.14
H 0.77 6.36 0.19
H -2.63 -0.11 0.93
H -1.03 0.38 4.22
H 1.99 -0.92 -3.22
H 1.49 4.03 -5.35
H -1.89 -3.02 -0.11
H -1.82 1.19 -2.65
H 1.30 1.80 3.51
H 1.66 -4.61 -3.05
H -0.48 4.03 3.23
H 3.86 0.53 -0.31
H 5.58 8.22 -0.53
H 4.63 1.52 7.22
H 0.18 -2.63 -3.66
H -2.59 4.81 -4.50
H 0.58 1.56 6.96
H -0.03 2.05 -0.94
H 4.13 0.16 8.05
H -1.61 2.88 4.76
H 2.41 3.08 3.27
H -4.20 -5.55 -0.06
H -0.91 0.70 -0.28
H 3.75 1.87 0.89
H 1.08 -1.89 3.10
H 2.71 9.66 -2.67
H -3.34 -0.03 -4.24
H -3.05 -1.22 -0.46
H -4.93 -0.02 1.66
H 4.03 7.58 -1.69
H 3.95 0.21 5.02
H 1.80 -1.34 -0.18
H 1.81 -3.24 -5.31
H -4.48 -1.78 1.63
H -2.85 -6.26 -5.31
H 3.39 -0.85 -2.16
H 2.12 1.51 8.01
H 2.22 7.69 -1.75
H 1.68 0.66 1.09
H 0.33 -0.29 8.28
H 4.15 9.97 -1.60
H -0.37 -6.23 -4.84
H -1.68 -7.28 1.53
H -2.73 0.09 4.12
H -6.13 3.25 3.63
H -1.99 1.48 -5.72
H 2.51 1.73 -3.62
H 1.93 -1.01 8.09
H 3.18 -0.87 6.16
H 2.60 -2.31 -2.25
H -1.13 3.26 -3.28
H 2.86 6.22 1.52
H 1.89 -0.82 4.35
H 2.95 1.36 3.30
H 6.62 -1.58 1.19
H -1.98 -2.55 1.56
H 2.79 2.95 -5.79
H -7.77 -1.41 -0.30
H 1.34 2.17 0.20
H -4.26 -6.24 -1.61
H 3.74 5.79 -0.01
H -5.51 -3.20 -2.67
H -5.28 1.88 2.81
H -4.39 -2.66 -0.64
H 2.76 -3.08 5.36
H 3.95 9.40 0.90
H 0.00 -6.91 1.33
H 1.42 4.76 0.27
H 1.11 -2.54 5.64
H -3.26 2.29 5.14
H -0.56 -9.00 0.36
H -2.74 -4.50 -5.07
H -1.79 -6.14 -1.79
H -3.65 0.41 -0.35
H -7.20 -1.77 1.41
H 5.72 6.97 0.69
*
```

* HOMO: -8.0 eV
* total energy: -909027.6037 eV
* energy relative to the best compared isomer or geometry (same formula, charge and spin): 35.0 kcal per mole
* frontier orbital gap: 0.3023 hartree
* E_LUMO: 0.27 eV

Record 2
Here is C54H130O45S9 as an isolated structure from the Open Molecules 2025 dataset. Energies are from ωB97M-V/def2-TZVPD.

```
! wB97M-V def2-TZVPD RIJCOSX def2/J DEFGRID3
* xyz 0 1
S -34.71 6.70 6.02
S -27.90 16.25 -3.50
S -34.96 4.38 1.04
S -30.20 11.24 6.27
S -25.84 12.75 1.85
S -24.61 11.22 -2.40
S -33.33 15.50 -2.42
S -29.70 14.98 2.53
S -29.43 5.73 3.20
O -34.35 5.53 0.49
O -29.10 16.84 -2.68
O -24.78 10.72 5.38
O -29.02 11.79 7.18
O -32.21 13.23 -5.43
O -28.30 16.16 -4.89
O -30.08 12.73 -7.55
O -31.20 12.25 6.26
O -29.84 11.84 -1.97
O -34.23 16.01 5.38
O -21.86 10.38 5.66
O -33.35 6.08 5.57
O -36.42 4.65 1.55
O -27.63 12.42 -5.81
O -32.91 15.12 -0.96
O -34.32 3.50 1.99
O -34.33 10.69 0.54
O -25.50 10.15 -1.67
O -28.01 5.60 3.25
O -35.17 7.40 4.87
O -34.43 14.65 -2.86
O -29.85 6.36 1.80
O -30.18 9.87 0.50
O -25.50 11.43 1.43
O -24.51 10.83 -3.77
O -30.16 6.41 4.25
O -24.50 13.41 2.14
O -35.56 5.74 6.61
O -30.17 4.27 2.92
O -32.04 8.70 2.22
O -32.17 17.91 6.07
O -29.54 14.37 1.28
O -25.08 12.52 -2.01
O -36.17 12.79 0.69
O -37.54 12.59 -1.68
O -26.70 17.01 -3.21
O -30.78 16.07 2.45
O -30.41 13.99 3.48
O -26.78 12.86 2.93
O -33.54 16.94 -2.46
O -29.32 11.07 4.90
O -28.58 15.54 3.21
O -31.58 20.09 7.82
O -19.39 10.32 4.14
O -30.58 9.95 6.78
C -35.33 3.22 -0.22
C -32.73 16.96 6.92
C -22.62 11.55 5.87
C -30.81 18.29 6.35
C -23.06 10.97 -1.67
C -33.14 8.44 3.10
C -37.92 6.26 2.54
C -32.95 20.08 7.83
C -28.87 17.45 -1.36
C -27.66 13.14 -7.05
C -34.13 16.76 6.60
C -30.80 19.75 6.62
C -31.55 14.50 4.13
C -31.21 5.86 1.54
C -34.27 9.63 -0.35
C -36.63 11.42 0.92
C -30.95 11.38 -1.22
C -33.36 14.13 1.19
C -32.51 5.33 6.46
C -22.97 14.93 3.04
C -18.84 9.60 3.08
C -31.21 9.67 2.82
C -23.84 11.66 4.98
C -31.12 4.38 1.85
C -24.38 14.77 2.62
C -20.52 10.45 6.16
C -37.17 13.72 0.42
C -27.14 11.11 -5.87
C -30.60 11.16 0.23
C -19.63 9.63 5.34
C -31.70 15.11 -3.11
C -31.95 13.88 -6.67
C -37.39 13.87 -1.12
C -37.71 12.59 -3.09
C -24.84 9.50 4.68
C -34.11 7.91 7.17
C -27.77 14.58 -2.78
C -35.40 10.72 1.46
C -30.30 17.30 -0.61
C -31.72 15.96 3.62
C -36.54 5.72 2.57
C -28.09 11.76 5.09
C -28.71 12.61 -8.03
C -32.42 3.90 5.93
C -35.65 15.95 5.10
C -27.72 9.26 -2.00
C -26.88 10.44 -1.63
C -29.86 9.68 1.88
C -27.76 11.59 6.56
C -33.60 12.86 -5.25
C -26.50 13.69 0.50
C -30.41 13.96 -6.92
C -30.13 11.53 -3.34
C -33.94 14.87 0.01
H -38.14 13.59 0.91
H -27.44 10.58 6.89
H -22.73 16.00 3.25
H -34.63 17.71 6.46
H -35.79 15.25 4.27
H -27.41 8.49 -1.32
H -30.48 16.31 -0.19
H -32.88 5.21 7.43
H -23.17 11.41 -0.70
H -31.45 14.48 5.23
H -33.10 20.67 8.68
H -28.78 9.58 -1.65
H -29.27 11.92 -3.90
H -26.70 12.92 -7.50
H -28.07 16.96 -0.82
H -27.35 11.33 4.41
H -25.78 8.99 5.03
H -18.44 10.19 2.28
H -27.22 10.61 -6.81
H -27.08 12.98 -0.04
H -31.53 16.83 4.30
H -34.24 13.72 -5.29
H -31.56 11.36 0.73
H -25.54 14.04 -0.05
H -27.73 14.20 -6.77
H -22.74 9.93 -1.63
H -20.06 8.64 5.04
H -32.88 13.23 0.85
H -22.29 14.59 2.26
H -33.83 12.32 -4.34
H -34.51 15.71 0.32
H -38.78 12.69 -3.26
H -31.86 12.02 -1.41
H -28.26 12.86 4.87
H -37.12 13.40 -3.57
H -22.77 14.26 3.90
H -30.07 10.46 -3.45
H -37.01 10.95 0.02
H -22.27 11.45 -2.17
H -29.13 10.44 2.27
H -33.54 7.42 7.91
H -31.95 3.15 6.57
H -31.78 3.83 5.02
H -34.58 16.34 7.49
H -27.66 10.50 -5.12
H -32.65 17.24 7.97
H -35.72 9.70 1.64
H -20.34 10.12 7.20
H -31.45 14.05 -2.97
H -27.15 11.26 -2.33
H -30.31 17.85 0.35
H -31.71 10.58 2.82
H -32.67 16.11 3.10
H -31.10 17.67 -1.25
H -35.86 6.50 2.33
H -32.39 14.84 -6.72
H -34.66 14.20 -0.47
H -29.82 14.16 -6.02
H -23.68 11.71 3.87
H -30.11 17.92 5.65
H -35.83 2.38 0.27
H -31.95 6.39 2.22
H -33.17 9.46 -0.52
H -29.44 8.70 1.91
H -36.17 15.68 6.06
H -30.58 17.76 7.32
H -27.70 8.99 -3.09
H -33.93 12.09 -5.99
H -29.82 11.88 0.48
H -38.31 14.41 -1.42
H -37.44 11.58 -3.44
H -34.56 8.71 0.15
H -31.07 11.97 -3.79
H -37.45 11.48 1.63
H -18.70 9.43 5.83
H -35.08 11.10 2.43
H -26.08 11.11 -5.57
H -32.29 16.02 6.91
H -32.85 8.00 4.05
H -38.18 6.53 1.54
H -33.37 20.60 6.97
H -35.21 8.27 7.44
H -24.58 15.55 1.81
H -23.02 11.54 6.87
H -24.33 12.68 5.24
H -33.44 19.12 7.84
H -19.62 8.93 2.65
H -31.01 15.78 -2.62
H -32.46 13.91 3.91
H -32.37 13.33 -7.54
H -34.80 9.87 -1.25
H -29.82 20.08 6.88
H -36.91 14.71 0.81
H -30.77 3.73 1.04
H -38.62 5.43 2.89
H -24.88 9.74 3.63
H -26.72 14.28 -2.82
H -30.86 9.49 3.81
H -27.11 14.50 0.85
H -28.44 13.96 -3.36
H -34.20 14.03 1.88
H -33.61 9.39 3.41
H -36.19 5.38 3.60
H -22.01 12.52 5.89
H -37.97 7.18 3.17
H -28.48 13.20 -9.03
H -27.12 12.35 6.95
H -28.74 18.60 -1.53
H -18.06 8.94 3.43
H -23.93 8.97 4.93
H -20.17 11.50 6.07
H -34.32 2.93 -0.66
H -28.52 11.56 -8.29
H -32.03 3.87 2.16
H -36.52 14.36 -1.48
H -31.11 20.38 5.78
H -36.01 3.67 -0.95
H -31.54 5.77 6.49
H -31.36 6.09 0.47
H -28.02 14.44 -1.74
H -30.24 14.85 -7.54
H -25.08 14.88 3.46
H -35.96 17.00 4.80
H -33.77 7.77 2.44
H -31.19 10.38 -1.68
H -33.45 8.58 6.67
H -33.35 3.59 5.49
H -31.81 15.24 -4.19
H -32.49 14.68 1.62
H -27.12 10.63 -0.62
*
```

* HOMO: -9.1 eV
* total energy: -247742.7997 eV
* frontier orbital gap: 0.3440 hartree
* E_LUMO: 0.26 eV